(1)
C4H3ClN2O2 | ωB97M-V with the def2-TZVPD basis set

```
12
Properties=species:S:1:pos:R:3:mulliken_charge:R:1
C -0.1096 0.0738 0.3857 -0.507
O 0.0478 1.4868 0.7220 -0.268
C 0.9276 2.1475 0.0799 0.648
O 1.6373 1.8551 -0.8151 -0.471
Cl 0.7634 3.7992 0.7331 -0.182
H 0.8417 -0.4676 0.2667 0.261
H -0.8025 -0.1482 -0.4830 0.270
H -0.6624 -0.3919 1.1963 0.285
N 4.6707 1.7570 -1.4647 -0.296
C 4.1579 0.9678 -0.8190 0.265
C 3.4041 0.0068 -0.1260 0.447
N 2.8032 -0.7003 0.5238 -0.452
```

The value obtained for the energy above the lowest of the compared OMol25 structures with the same formula, charge and spin is 0.00 kcal/mol. As for the gap between HOMO and LUMO: 0.416 Eh. The value obtained for the total energy is -874.3506 Ha. The SMILES is COC(=O)Cl.N#CC#N. The molar mass is 146.53 g mol⁻¹. The max |F| comes out at 3.1 eV/Å. As for the HOMO energy: -11.31 eV.

---

(2)
C30H80B2F8FeO30S10 | ωB97M-V with the def2-TZVPD basis set

```
161
Properties=species:S:1:pos:R:3:mulliken_spin:R:1
Fe -4.3173 0.3343 1.1792 3.280
B -4.2357 -4.5418 2.7038 -0.037
F -3.8312 -5.2471 3.8145 0.104
F -3.9054 -5.2042 1.5860 0.012
F -5.5214 -4.1389 2.7484 0.227
F -3.5982 -3.2724 2.7889 0.403
B 0.0155 0.4678 0.5423 0.000
F -0.9790 -0.1083 -0.2114 0.002
F 0.9523 -0.4391 0.8673 0.003
F 0.6804 1.4767 -0.1939 0.001
F -0.6067 0.9340 1.7177 0.005
O -2.6425 -5.7792 -10.5493 0.000
S -3.5600 -6.6281 -9.7985 0.000
O -3.7584 -8.0091 -10.2334 0.000
O -3.0880 -6.6427 -8.1728 0.000
C -2.4841 -5.3791 -7.6976 0.000
C -2.2160 -5.5871 -6.1803 0.000
C -5.2403 -5.8373 -9.5760 0.000
H -3.2067 -4.5833 -7.8782 0.000
H -1.6034 -5.1548 -8.2995 0.000
H -1.9596 -4.6483 -5.6892 0.000
H -1.2395 -6.0603 -6.0771 0.000
H -3.0568 -6.0713 -5.6836 0.000
H -5.1985 -5.0958 -8.7782 0.000
H -5.8911 -6.6432 -9.2366 0.000
H -5.5327 -5.4569 -10.5548 0.000
O -3.3367 3.2796 -5.1583 0.000
S -4.2136 4.1418 -4.4012 0.000
O -4.4642 3.8628 -2.9592 0.000
O -3.6983 5.7132 -4.6725 0.000
C -4.0442 6.6714 -3.7046 0.000
C -4.1684 7.9625 -4.3795 0.000
C -5.8285 4.2807 -5.2626 0.000
H -3.2731 6.6187 -2.9360 0.000
H -4.9594 6.4306 -3.1636 0.000
H -4.4722 8.7294 -3.6669 0.000
H -4.7136 7.9414 -5.3231 0.000
H -3.1769 8.2633 -4.7179 0.000
H -6.5084 4.2362 -4.4118 0.000
H -6.0464 3.3480 -5.7828 0.000
H -5.8724 5.1056 -5.9737 0.000
O 7.9295 5.5250 5.9673 0.000
S 7.4208 4.6383 7.0223 0.000
O 6.9817 5.2026 8.3302 0.000
O 6.1626 3.6931 6.3561 0.000
C 5.3980 2.9792 7.2695 0.000
C 5.0636 1.6011 6.6976 0.000
C 8.5804 3.2576 7.3528 0.000
H 4.4705 3.5290 7.4294 0.000
H 5.8437 2.8676 8.2580 0.000
H 4.6564 1.0187 7.5241 0.000
H 5.9562 1.0094 6.4943 0.000
H 4.4523 1.5877 5.7952 0.000
H 8.9114 2.7664 6.4378 0.000
H 8.0691 2.5648 8.0212 0.000
H 9.4055 3.6843 7.9231 0.000
O -8.0603 -2.5989 -4.5277 0.000
S -8.4191 -2.6988 -3.1326 0.000
O -7.6158 -2.1083 -2.0884 0.000
O -10.0147 -2.1514 -3.0194 0.000
C -10.8766 -2.2031 -4.1394 0.000
C -12.0368 -1.3218 -3.8150 0.000
C -8.6038 -4.4861 -2.7768 0.000
H -11.2694 -3.2140 -4.2480 0.000
H -10.4269 -1.7832 -5.0391 0.000
H -12.4247 -1.5572 -2.8239 0.000
H -12.7796 -1.5140 -4.5892 0.000
H -11.5984 -0.3246 -3.7771 0.000
H -9.0490 -4.6308 -1.7924 0.000
H -7.6178 -4.9398 -2.8771 0.000
H -9.3047 -4.8199 -3.5419 0.000
O 4.6227 0.8497 -8.2154 0.000
S 4.0673 -0.4998 -8.3070 0.000
O 3.0448 -0.7235 -9.3847 0.000
O 5.2617 -1.5989 -8.3869 0.000
C 4.9706 -2.8596 -8.9813 0.000
C 5.3723 -2.8949 -10.5002 0.000
C 3.4822 -0.9546 -6.5785 0.000
H 3.9525 -3.2238 -8.8438 0.000
H 5.6349 -3.5357 -8.4430 0.000
H 4.9193 -2.0405 -11.0030 0.000
H 5.0189 -3.8473 -10.8954 0.000
H 6.4423 -2.7635 -10.6615 0.000
H 2.8261 -0.1311 -6.2966 0.000
H 4.3344 -1.0051 -5.9008 0.000
H 2.9810 -1.9223 -6.6011 0.000
O 3.7832 -6.7956 7.1856 0.000
S 3.3956 -7.6253 6.0126 0.000
O 4.3694 -8.2074 5.0716 0.000
O 2.4800 -8.8548 6.5015 0.000
C 3.1150 -10.1751 6.7562 0.000
C 4.3419 -10.2748 7.7084 0.000
C 2.0623 -6.7327 5.0864 0.000
H 3.4403 -10.6362 5.8237 0.000
H 2.3359 -10.8724 7.0640 0.000
H 4.0303 -9.8201 8.6488 0.000
H 5.2542 -9.7807 7.3742 0.000
H 4.5281 -11.3343 7.8840 0.000
H 1.4267 -6.2140 5.8041 0.000
H 1.5893 -7.4398 4.4050 0.000
H 2.6662 -6.0480 4.4910 0.000
O -3.8308 7.3202 4.7889 0.000
S -3.0905 7.3507 3.5417 0.000
O -3.3365 6.3127 2.5048 0.000
O -3.3059 8.8136 2.7493 0.000
C -3.2368 9.9565 3.5019 0.000
C -3.3027 11.1461 2.5159 0.000
C -1.2057 7.4667 3.9155 0.000
H -2.3038 9.9371 4.0651 0.000
H -4.0967 10.0496 4.1651 0.000
H -4.1531 10.9709 1.8569 0.000
H -2.4975 11.1683 1.7815 0.000
H -3.4938 12.0863 3.0331 0.000
H -0.6221 7.8782 3.0919 0.000
H -0.9549 6.4431 4.1938 0.000
H -1.1693 8.1181 4.7886 0.000
O 8.8868 -5.1080 -0.8803 0.000
S 8.1040 -3.8898 -0.8809 0.000
O 8.6296 -2.6872 -1.4908 0.000
O 6.6347 -4.0854 -1.6286 0.000
C 5.7165 -5.1207 -1.1490 0.000
C 5.6979 -6.2179 -2.2531 0.000
C 7.5817 -3.4667 0.8385 0.000
H 4.7723 -4.6282 -0.9164 0.000
H 6.0356 -5.5391 -0.1944 0.000
H 5.4198 -5.7598 -3.2023 0.000
H 4.9765 -6.9735 -1.9420 0.000
H 6.6812 -6.6459 -2.4485 0.000
H 8.3877 -2.9509 1.3604 0.000
H 7.1209 -4.3273 1.3234 0.000
H 6.8343 -2.6733 0.8459 0.000
O -5.8981 1.6798 8.3545 0.000
S -4.7935 0.9546 7.7365 0.000
O -4.7511 0.9122 6.2636 0.000
O -3.3018 1.4703 8.3235 0.000
C -3.3045 1.8518 9.6124 0.000
C -1.8061 2.1037 9.8452 0.000
C -4.7587 -0.8243 8.3088 0.000
H -3.5910 1.0975 10.3453 0.000
H -3.8931 2.7674 9.6693 0.000
H -1.6607 3.0225 9.2771 0.000
H -1.1416 1.2639 9.6423 0.000
H -1.6330 2.3852 10.8839 0.000
H -3.8662 -1.2657 7.8653 0.000
H -5.7219 -1.1587 7.9234 0.000
H -4.8531 -0.8800 9.3932 0.000
O 4.0570 8.3921 -0.5981 0.000
S 4.8718 7.9390 -1.7061 0.000
O 5.8183 8.7794 -2.4489 0.000
O 5.8585 6.7616 -1.0396 0.000
C 5.2855 5.8255 -0.1887 0.000
C 5.6523 4.3470 -0.4544 0.000
C 3.9515 6.8062 -2.8185 0.000
H 4.1973 5.8863 -0.2043 0.000
H 5.5343 6.3170 0.7518 0.000
H 5.3940 3.9477 -1.4352 0.000
H 5.1814 3.7064 0.2911 0.000
H 6.7354 4.2616 -0.3658 0.000
H 4.5680 6.3673 -3.6030 0.000
H 3.3032 7.5119 -3.3379 0.000
H 3.5329 5.9465 -2.2952 0.000
```

The value obtained for the energy above the lowest of the compared OMol25 structures with the same formula, charge and spin is 298.91 kcal/mol. As for the gap between HOMO and LUMO (alpha / beta): 0.198 / 0.075 Eh. The value obtained for the total energy is -9542.1878 Ha. The molar mass is 1471.06 g mol⁻¹. The max |F| comes out at 5.8 eV/Å. Its multiplicity is 5. As for the HOMO energy (alpha / beta): -10.36 / -10.36 eV.

---

(3)
C7H10O | ωB97M-V with the def2-TZVPD basis set

```
18
Properties=species:S:1:pos:R:3:mulliken_charge:R:1
C -1.8899 0.8444 -2.0849 -1.216
C -0.8737 0.5943 -1.1067 0.365
C -0.7801 0.9161 0.2305 -0.557
C 0.2724 0.2617 0.8449 1.079
C 0.8260 0.5338 2.1854 -1.512
C 0.7207 -0.5907 -0.0592 0.304
C 1.6355 -1.8181 0.0269 -1.231
O 0.1668 -0.3009 -1.2884 -0.408
H -2.4610 -0.0702 -2.1120 0.261
H -1.6247 1.0599 -3.1165 0.326
H -2.7005 1.6636 -1.8389 0.275
H -1.4568 1.6419 0.7152 0.331
H 0.5521 -0.3286 2.8110 0.319
H 0.4834 1.4055 2.6215 0.419
H 1.9506 0.5691 2.1755 0.299
H 0.9218 -2.6615 -0.1515 0.273
H 2.2712 -1.7996 -0.8755 0.307
H 1.9862 -1.9207 1.0229 0.364
```

The value obtained for the energy above the lowest of the compared OMol25 structures with the same formula, charge and spin is 29.70 kcal/mol. As for the gap between HOMO and LUMO: 0.320 Eh. The value obtained for the total energy is -347.9159 Ha. The SMILES is Cc1cc(C)c(C)o1. The molar mass is 110.16 g mol⁻¹. The max |F| comes out at 4.6 eV/Å. As for the HOMO energy: -7.71 eV.

---

(4)
C4H9NO2 | ωB97M-V with the def2-TZVPD basis set

```
16
Properties=species:S:1:pos:R:3:mulliken_charge:R:1
C -1.6838 -0.9424 -0.5506 -1.393
C -0.6447 0.1266 -0.2846 0.911
O -0.7651 1.2310 -0.9391 -0.670
C -0.0892 0.2764 1.1821 -0.710
N 1.3675 0.2116 1.0808 -0.337
C 1.7020 0.2857 -0.2979 -0.101
O 1.5807 1.4100 -0.9357 -0.531
H -1.3644 -1.9274 -0.1967 0.353
H -1.9010 -0.9829 -1.6203 0.356
H -2.6074 -0.6720 -0.0244 0.375
H 0.5486 -0.4033 -0.7294 0.049
H 0.4662 1.6128 -0.9720 0.379
H -0.4276 1.2495 1.5488 0.251
H -0.4645 -0.4970 1.8621 0.341
H 1.7294 -0.6454 1.4804 0.307
H 2.5532 -0.3332 -0.6035 0.419
```

The value obtained for the energy above the lowest of the compared OMol25 structures with the same formula, charge and spin is 77.20 kcal/mol. As for the gap between HOMO and LUMO: 0.370 Eh. The value obtained for the total energy is -362.9625 Ha. The molar mass is 103.12 g mol⁻¹. The max |F| comes out at 0.2 eV/Å. As for the HOMO energy: -9.44 eV.